Record 1
2 unconnected molecules or ions with the total composition C9H14O. Source: OMol25; level of theory: the ωB97M-V functional and the def2-TZVPD basis.

## Properties
Total charge ... 0
LUMO ... 0.033 hartree
Structure (SMILES) ... Cc1ccc(O)cc1.CC
HOMO energy ... -8.424 eV
Energy above the lowest of the compared OMol25 structures with the same formula, charge and spin ... 17.9 kcal/mol

Positions of all 24 atoms, in Å:
1 C -0.70 1.91 -2.92
2 C 0.06 1.75 -1.63
3 C 0.70 2.78 -0.97
4 C 1.31 2.57 0.28
5 C 1.23 1.32 0.85
6 O 1.99 0.98 1.95
7 C 0.63 0.25 0.19
8 C -0.08 0.52 -0.96
9 H -1.63 1.34 -2.84
10 H -0.19 1.50 -3.79
11 H -1.02 2.93 -3.11
12 H 0.97 3.65 -1.56
13 H 1.63 3.46 0.80
14 H 2.68 1.63 2.12
15 H 0.68 -0.71 0.67
16 H -0.42 -0.31 -1.56
17 C -0.63 -2.59 1.30
18 C -1.33 -3.85 1.80
19 H 0.46 -2.69 1.30
20 H -0.97 -2.20 0.34
21 H -0.84 -1.71 1.92
22 H -0.69 -4.72 1.66
23 H -1.55 -3.85 2.87
24 H -2.28 -3.95 1.29

These are the Löwdin partial charges, in e, on atoms 1 to 8: -0.060, -0.289, -0.053, -0.026, -0.314, 0.035, -0.012, -0.041

---

Record 2
A molecular structure, C14H18AgN6O4S2Se. Source: OMol25; level of theory: the ωB97M-V functional and the def2-TZVPD basis.

## Properties
Total charge ... -1
LUMO ... 0.075 hartree
HOMO energy ... -4.344 eV
Energy above the lowest of the compared OMol25 structures with the same formula, charge and spin ... 23.2 kcal/mol

Positions of all 46 atoms, in Å:
1 Ag 0.94 0.52 -1.36
2 N -0.20 0.16 0.94
3 C 0.25 -1.21 1.20
4 C -0.32 -1.82 2.50
5 C 0.64 -1.94 3.68
6 C 1.60 -3.11 3.54
7 N 2.77 -2.88 2.72
8 C 3.01 -3.42 1.53
9 N 4.29 -3.40 1.09
10 N 2.08 -4.06 0.84
11 C -0.06 -2.11 -0.03
12 O 0.00 -3.36 0.18
13 O -0.30 -1.55 -1.12
14 H 0.06 0.78 1.69
15 H -1.20 0.16 0.84
16 H 1.34 -1.19 1.23
17 H -0.70 -2.82 2.28
18 H -1.18 -1.20 2.80
19 H 0.06 -2.13 4.58
20 H 1.19 -1.00 3.83
21 H 1.06 -3.97 3.14
22 H 1.97 -3.38 4.53
23 H 3.34 -2.08 2.96
24 H 4.94 -2.84 1.62
25 H 4.39 -3.29 0.08
26 H 1.10 -3.68 0.78
27 H 2.38 -4.38 -0.07
28 O 3.75 -1.99 -2.17
29 S 3.49 -0.56 -2.08
30 O 2.61 -0.02 -3.07
31 N 3.06 -0.18 -0.54
32 C 4.06 0.42 0.09
33 S 4.09 0.77 1.74
34 C 5.24 0.74 -0.77
35 C 6.42 1.36 -0.41
36 C 7.41 1.49 -1.36
37 C 7.23 1.01 -2.66
38 C 6.05 0.39 -3.02
39 C 5.07 0.27 -2.06
40 H 6.54 1.72 0.61
41 H 8.35 1.97 -1.11
42 H 8.03 1.12 -3.39
43 H 5.89 0.02 -4.03
44 Se 0.52 3.08 -1.33
45 C -1.25 3.24 -1.64
46 N -2.38 3.40 -1.83

These are the Löwdin partial charges, in e, on atoms 1 to 8: 0.511, 0.026, -0.315, -0.151, -0.180, -0.170, 0.081, -0.455

---

Record 3
A gas-phase ion, C7H11F2N4 (charge +1). Source: OMol25; level of theory: the ωB97M-V functional and the def2-TZVPD basis.

## Properties
Total charge ... +1
LUMO ... -0.180 hartree
Structure (SMILES) ... C=[N+]1CN=C[C@H]2N(C(F)F)[C@]21NC
HOMO energy ... -13.359 eV

Positions of all 24 atoms, in Å:
1 C 0.50 0.64 1.79
2 N 0.09 -0.12 0.86
3 C -0.10 -1.61 1.19
4 N -0.77 -2.38 0.30
5 C -1.12 -2.00 -0.84
6 C -0.67 -0.69 -1.44
7 N -1.14 0.58 -1.15
8 C -2.43 0.77 -0.49
9 F -2.46 1.99 0.02
10 F -2.73 -0.07 0.61
11 C 0.15 0.20 -0.56
12 N 1.28 1.02 -0.86
13 C 2.68 1.01 -0.37
14 H 0.47 0.43 2.83
15 H 0.75 1.73 1.65
16 H -0.33 -1.76 2.27
17 H 0.99 -1.83 1.23
18 H -1.82 -2.66 -1.37
19 H -0.31 -0.80 -2.51
20 H -3.23 0.53 -1.28
21 H 1.07 1.98 -1.13
22 H 3.38 1.73 -0.99
23 H 3.05 0.01 -0.43
24 H 2.71 1.31 0.67

These are the Löwdin partial charges, in e, on atoms 1 to 8: 0.172, 0.029, -0.140, 0.091, -0.050, -0.137, 0.117, -0.335

---

Record 4
5 unconnected molecules or ions with the total composition H10O5. Source: OMol25; level of theory: the ωB97M-V functional and the def2-TZVPD basis.

## Properties
Total charge ... 0
LUMO ... 0.008 hartree
Structure (SMILES) ... O.O.O.O.O
HOMO energy ... -10.782 eV
Energy above the lowest of the compared OMol25 structures with the same formula, charge and spin ... 24.2 kcal/mol

Positions of all 15 atoms, in Å:
1 O 0.56 2.03 -2.44
2 H 0.57 2.71 -1.75
3 H 1.45 2.03 -2.80
4 O 1.62 -0.78 3.19
5 H 2.43 -0.90 3.70
6 H 1.63 -1.50 2.56
7 O -1.33 1.42 1.19
8 H -2.01 1.64 0.54
9 H -0.90 0.63 0.83
10 O -1.81 -2.37 -0.88
11 H -1.31 -1.54 -0.74
12 H -2.45 -2.18 -1.57
13 O 0.16 -0.48 -0.46
14 H 1.01 -0.76 -0.11
15 H 0.38 0.04 -1.25

These are the Löwdin partial charges, in e, on atoms 1 to 8: -0.050, 0.051, 0.046, -0.056, 0.034, 0.026, -0.072, 0.028

---

Record 5
A molecular structure, C22H22Cl3INO3SbTa. Source: OMol25; level of theory: the ωB97M-V functional and the def2-TZVPD basis.

## Properties
Total charge ... +3
LUMO ... -0.410 hartree
HOMO energy ... -16.763 eV
Energy above the lowest of the compared OMol25 structures with the same formula, charge and spin ... 3.1 kcal/mol

Positions of all 54 atoms, in Å:
1 Ta -0.04 -0.46 1.12
2 Cl 5.99 1.76 4.66
3 C 4.76 1.20 3.63
4 C 5.02 1.04 2.26
5 C 4.06 0.58 1.37
6 Cl 4.43 0.37 -0.30
7 C 2.80 0.29 1.85
8 O 1.85 -0.24 1.03
9 C 2.51 0.42 3.23
10 C 1.28 0.04 3.76
11 O 0.27 -0.35 3.05
12 C 3.52 0.88 4.12
13 H 6.01 1.28 1.88
14 H 1.11 0.03 4.83
15 H 3.30 0.98 5.18
16 Cl -3.17 5.30 -1.07
17 C -2.83 3.78 -0.39
18 C -3.78 3.12 0.35
19 C -3.53 1.86 0.93
20 I -4.99 0.90 2.03
21 C -2.30 1.29 0.74
22 O -1.85 0.08 1.23
23 C -1.31 1.93 -0.02
24 N -0.12 1.26 -0.10
25 C 0.88 1.83 -0.83
26 C 0.71 3.04 -1.46
27 C -0.49 3.74 -1.34
28 C -1.53 3.19 -0.60
29 H -4.75 3.59 0.49
30 H 1.81 1.29 -0.89
31 H 1.53 3.44 -2.04
32 H -0.62 4.70 -1.82
33 C 2.18 -3.35 -1.58
34 C 1.59 -4.06 -0.37
35 Sb -0.27 -3.22 0.23
36 C -1.06 -4.31 1.90
37 C -0.61 -5.77 1.86
38 C -1.64 -3.42 -1.40
39 C -1.77 -4.89 -1.81
40 H 3.10 -3.86 -1.88
41 H 2.44 -2.31 -1.35
42 H 1.51 -3.37 -2.44
43 H 2.24 -4.04 0.50
44 H 1.34 -5.11 -0.58
45 H -2.14 -4.20 1.83
46 H -0.73 -3.81 2.81
47 H -0.93 -6.27 0.95
48 H -1.07 -6.29 2.70
49 H 0.47 -5.87 1.96
50 H -1.25 -2.81 -2.22
51 H -2.58 -3.00 -1.06
52 H -0.81 -5.32 -2.11
53 H -2.44 -4.96 -2.66
54 H -2.19 -5.50 -1.01

These are the Löwdin partial charges, in e, on atoms 1 to 8: 1.760, 0.831, -0.628, -0.009, -0.552, 0.816, -0.277, -0.276

---

Record 6
C6H11FS in the gas phase. Source: OMol25; level of theory: the ωB97M-V functional and the def2-TZVPD basis.

## Properties
Total charge ... 0
LUMO ... 0.032 hartree
Structure (SMILES) ... CCS/C=C(/C)CF
HOMO energy ... -8.165 eV
Energy above the lowest of the compared OMol25 structures with the same formula, charge and spin ... 12.6 kcal/mol

Positions of all 19 atoms, in Å:
1 C 2.95 -0.19 1.02
2 C 2.47 -0.15 -0.45
3 S 0.91 -1.02 -0.80
4 C -0.27 0.26 -0.56
5 C -1.55 0.11 -0.26
6 C -2.43 1.28 -0.17
7 C -2.09 -1.29 -0.07
8 F -3.32 -1.23 0.45
9 H 3.11 -1.18 1.49
10 H 3.91 0.44 1.14
11 H 2.12 0.27 1.61
12 H 2.28 0.90 -0.74
13 H 3.27 -0.54 -1.12
14 H 0.10 1.26 -0.63
15 H -2.80 1.56 -1.16
16 H -1.78 2.12 0.21
17 H -3.38 1.22 0.45
18 H -1.34 -1.83 0.52
19 H -2.15 -1.98 -0.92

These are the Löwdin partial charges, in e, on atoms 1 to 8: -0.177, -0.559, 0.893, -0.421, -0.360, -0.072, -0.231, -0.020